No. 1
{"formula": "C24H31BrN6O4RuSSi", "method": "wB97M-V/def2-TZVPD", "species": ["Ru", "Br", "C", "C", "C", "C", "C", "N", "C", "O", "O", "H", "H", "H", "C", "Si", "C", "C", "C", "C", "C", "C", "N", "C", "S", "H", "H", "H", "H", "H", "H", "H", "H", "H", "H", "H", "H", "N", "C", "N", "C", "C", "O", "C", "C", "H", "H", "H", "H", "H", "H", "H", "H", "N", "C", "N", "C", "C", "O", "C", "C", "H", "H", "H", "H", "H", "H", "H", "H"], "xyz": [[0.41322, 0.23134, -0.20642], [1.81406, 1.92055, -3.10559], [0.04711, 2.50633, -2.72449], [-0.61982, 3.35608, -3.58696], [-1.90812, 3.73662, -3.23208], [-2.44755, 3.28620, -2.03743], [-1.67900, 2.44483, -1.24412], [-0.46102, 2.05372, -1.59874], [-2.15213, 1.97374, 0.14027], [-3.01900, 2.61462, 0.69861], [-1.56010, 0.94737, 0.58528], [-0.14725, 3.71032, -4.48907], [-2.46620, 4.40129, -3.87271], [-3.42887, 3.57121, -1.69103], [3.33809, -4.62033, 1.59239], [2.37476, -4.17995, 3.16509], [1.25931, -5.64923, 3.65262], [3.57039, -3.75323, 4.59016], [1.14682, -2.72029, 2.97607], [0.23435, -2.53352, 4.01209], [-0.74083, -1.55457, 3.96233], [-0.79821, -0.74591, 2.83411], [0.07177, -0.89245, 1.85601], [1.01649, -1.83830, 1.89994], [2.03107, -1.80081, 0.48763], [3.85699, -5.56220, 1.74607], [4.08072, -3.87220, 1.33568], [2.68336, -4.74105, 0.73531], [1.85825, -6.54788, 3.75855], [0.50502, -5.84388, 2.89538], [0.74623, -5.49154, 4.59633], [4.22961, -4.59732, 4.76834], [3.04908, -3.54737, 5.52022], [4.19475, -2.89483, 4.36034], [0.29026, -3.17830, 4.87323], [-1.44741, -1.42382, 4.76535], [-1.54554, 0.02644, 2.70532], [1.99711, 1.74240, 0.27785], [2.85092, 2.21651, 0.90675], [3.82978, 2.72590, 1.56019], [3.67881, 3.37695, 2.85368], [4.18980, 4.82281, 2.74321], [5.49904, 4.85641, 2.23234], [5.56549, 4.30707, 0.94028], [5.15591, 2.82760, 0.96459], [4.28636, 2.83180, 3.58515], [2.63180, 3.35170, 3.16060], [4.23854, 5.28569, 3.72961], [3.51311, 5.40637, 2.09929], [6.60067, 4.41313, 0.61355], [4.90669, 4.86214, 0.25391], [5.85854, 2.26517, 1.58938], [5.13609, 2.40283, -0.04009], [0.25117, -0.94411, -2.09535], [0.90000, -1.35309, -2.96952], [1.59345, -1.84863, -3.92956], [3.00506, -2.16446, -3.76656], [3.81542, -1.22518, -4.67206], [3.39216, -1.33712, -6.00780], [2.04238, -0.97329, -6.15593], [1.14059, -1.88700, -5.31140], [3.15798, -3.19861, -4.09043], [3.29605, -2.05471, -2.72236], [4.86930, -1.50203, -4.66692], [3.70254, -0.18840, -4.32257], [1.80995, -1.08154, -7.21605], [1.89961, 0.07499, -5.85445], [1.24331, -2.91764, -5.66761], [0.09769, -1.57810, -5.37265]], "atomic_forces_ev_per_a": [[-0.4901, -0.3801, 1.1142], [0.0409, 0.1714, -0.2099], [0.1371, 0.0631, -0.2327], [0.0963, -0.0755, 0.0774], [0.0497, -0.0728, 0.2008], [0.2025, -0.0745, 0.0539], [-0.5395, 0.2482, 0.4121], [0.2858, -0.5123, 0.0789], [-0.7031, 1.2408, -0.7539], [0.0181, -0.0888, -0.1620], [1.6199, -1.4817, 0.1983], [0.0230, -0.0100, -0.0499], [-0.0741, 0.0369, -0.0821], [-0.0256, 0.0365, 0.0263], [-0.3095, 0.1951, 0.4696], [-0.0272, -0.2351, 0.2389], [0.5167, 0.5157, -0.1792], [-0.4475, -0.2128, -0.6067], [0.2732, -0.1708, -0.2075], [0.0789, 0.0395, -0.1289], [-0.0844, 0.2533, -0.2864], [-0.5707, 0.0040, 0.8337], [0.3725, 0.3395, -0.9750], [0.1935, -0.2468, 0.3161], [-0.2380, 0.8107, -0.7123], [0.0797, -0.1984, 0.1234], [0.1015, 0.1636, 0.0087], [-0.1622, -0.0197, -0.0978], [0.1424, -0.1975, 0.0282], [-0.0894, 0.0284, -0.1656], [-0.0581, 0.0809, 0.1657], [0.1367, -0.1880, 0.0354], [-0.1696, 0.0358, 0.1146], [0.0564, 0.1585, -0.1136], [-0.0490, -0.1274, 0.2410], [-0.0798, 0.0478, 0.0433], [0.0344, -0.0120, -0.0212], [-0.1638, 0.0099, 0.2650], [-0.7376, -0.5258, -0.5206], [0.3067, 0.1388, 0.1467], [0.0522, 0.5567, 0.5656], [-0.3294, -0.1648, 0.1573], [0.1078, -0.0257, 0.0470], [0.0175, -0.2924, -0.2215], [0.6569, 0.3386, -0.2012], [-0.1154, 0.0245, -0.0865], [0.1056, -0.0132, -0.0299], [-0.1427, -0.0660, -0.0616], [0.0636, -0.0539, 0.0792], [-0.1028, -0.0648, -0.0677], [0.0825, -0.0539, 0.0478], [-0.0820, 0.0138, -0.1062], [0.0240, 0.0239, 0.0934], [0.2352, 0.0288, 0.0120], [-0.7926, 0.2559, 0.5850], [0.2058, -0.2402, -0.1990], [0.7651, 0.0868, -0.1474], [0.0286, -0.2516, 0.2714], [0.1005, -0.0700, -0.0824], [-0.3873, -0.0917, 0.0311], [-0.0155, 0.2635, -0.7967], [0.0086, 0.0627, 0.1272], [-0.0442, -0.0558, -0.0051], [-0.0320, 0.0381, 0.1405], [0.0468, -0.0536, -0.0006], [-0.0879, 0.0350, 0.1003], [-0.0421, -0.0697, -0.0293], [-0.1069, 0.0962, 0.0655], [0.0340, -0.0459, 0.0254]], "lowdin_charge": [1.38, 0.77, -0.72, -0.08, -0.02, 0.03, -0.17, -0.02, -0.62, 0.09, -0.15, 0.11, 0.12, 0.13, -0.21, 0.58, -0.17, -0.17, -0.24, -0.07, -0.04, -0.12, -0.09, -0.77, 0.58, 0.03, 0.01, 0.01, 0.03, 0.03, 0.02, 0.03, 0.03, 0.03, 0.10, 0.11, 0.11, 0.07, -0.23, -0.08, -0.08, -0.18, -0.11, -0.18, -0.08, 0.14, 0.14, 0.14, 0.13, 0.14, 0.13, 0.14, 0.14, 0.05, -0.29, -0.08, -0.08, -0.18, -0.11, -0.18, -0.08, 0.14, 0.13, 0.14, 0.10, 0.14, 0.11, 0.14, 0.14], "total_charge": 1, "total_energy_ha": -4918.96523, "de_lowest_ev": 0.517, "homo_lumo_gap_ev": [8.3, 5.8], "multiplicity": 6, "lumo_energy_ev": [-2.25, -4.62]}

No. 2
{"formula": "C24H31ClN4O4", "method": "wB97M-V/def2-TZVPD", "species": ["C", "H", "H", "C", "H", "H", "C", "N", "C", "O", "C", "C", "C", "C", "C", "C", "C", "Cl", "H", "H", "H", "H", "N", "C", "O", "C", "H", "C", "C", "O", "N", "C", "N", "O", "C", "C", "H", "C", "H", "H", "H", "H", "H", "H", "H", "C", "C", "C", "H", "H", "H", "H", "H", "H", "H", "C", "H", "H", "H", "C", "H", "H", "H", "H"], "xyz": [[-0.91871, -3.22933, -4.28427], [-0.59137, -4.23964, -4.05066], [-0.28621, -2.84778, -5.08158], [-0.81485, -2.36452, -3.03468], [0.20164, -2.41593, -2.64493], [-1.47586, -2.76033, -2.26083], [-1.16084, -0.87829, -3.24023], [-1.23846, -0.23771, -1.92185], [-0.26028, -0.20179, -1.02038], [0.87131, -0.62168, -1.20353], [-0.59657, 0.55234, 0.29652], [-2.02274, 1.03003, 0.35982], [-3.02389, 0.24023, 0.91895], [-4.33253, 0.68314, 0.98138], [-4.66655, 1.93016, 0.48038], [-3.69186, 2.72633, -0.09513], [-2.38300, 2.27562, -0.15856], [-1.18752, 3.28274, -0.90943], [-3.93918, 3.69614, -0.49652], [-5.68470, 2.28371, 0.53143], [-5.09090, 0.05388, 1.42112], [-2.76675, -0.73695, 1.29573], [-0.21082, -0.28787, 1.42447], [-0.27697, -1.63498, 1.26682], [-0.91121, -2.12635, 0.34825], [0.55188, -2.49233, 2.19807], [0.06622, -3.46672, 2.26848], [1.94550, -2.68192, 1.55988], [2.81547, -1.46000, 1.80155], [3.49264, -1.33464, 2.80075], [2.72464, -0.51496, 0.82555], [3.25005, 0.75249, 0.93411], [2.72748, 1.74643, 0.25089], [3.44283, 2.85914, 0.56404], [4.40117, 2.54074, 1.45286], [4.33249, 1.20884, 1.73520], [4.92973, 0.62483, 2.40002], [5.30638, 3.61483, 1.92853], [4.72597, 4.46109, 2.29142], [5.93385, 3.96488, 1.10984], [5.93755, 3.23590, 2.72621], [2.06123, -0.62356, 0.04343], [1.83441, -2.87525, 0.49251], [2.43355, -3.53354, 2.03581], [0.65069, -2.06345, 3.19320], [0.24944, 0.35726, 2.61614], [-0.51648, 1.52373, 3.16638], [-0.55029, 0.20980, 3.88101], [-1.46491, -0.36125, 3.82898], [-0.01763, 0.10467, 4.81347], [-1.41045, 1.84251, 2.65472], [0.05325, 2.33320, 3.59569], [1.32657, 0.40409, 2.72726], [0.08603, 1.41334, 0.30436], [-2.15913, 0.04324, -1.62103], [-2.53627, -0.69737, -3.87996], [-2.81195, 0.35577, -3.88184], [-3.29021, -1.25793, -3.33086], [-2.52376, -1.04427, -4.90838], [-0.09456, -0.15450, -4.06441], [0.87270, -0.24642, -3.57963], [-0.34203, 0.90150, -4.14794], [-0.03293, -0.57694, -5.06263], [-1.94226, -3.28440, -4.64598]], "atomic_forces_ev_per_a": [[-0.0008, 0.1425, 0.1831], [0.0165, -0.1034, -0.0508], [0.0568, -0.0120, -0.1595], [-0.0203, -0.0049, -0.1239], [-0.0537, -0.0098, 0.0827], [0.0166, 0.0169, 0.0528], [0.2138, -0.0770, -0.1073], [-0.2857, 0.1127, -0.2352], [-0.3490, 0.6110, 0.2469], [0.4228, -0.1691, -0.1772], [0.1960, -0.2640, -0.1654], [-0.0673, 0.2488, 0.0136], [0.0300, 0.0883, -0.0336], [-0.0241, -0.0300, 0.0192], [0.0339, 0.0209, -0.0239], [-0.0003, 0.0521, -0.0238], [-0.0849, -0.2439, 0.1154], [0.0193, 0.0852, -0.0338], [-0.0020, 0.1048, -0.0457], [-0.0934, 0.0460, -0.0026], [-0.0731, -0.0623, 0.0396], [0.0628, -0.1036, 0.0419], [-0.3307, 0.3870, -0.2649], [-0.1252, -0.2782, 0.4859], [-0.0917, -0.2892, 0.0160], [-0.0313, -0.1188, -0.1578], [-0.0303, 0.1289, -0.0028], [0.0825, 0.0216, 0.1912], [-0.0923, -0.2770, -0.2755], [0.1086, 0.0129, 0.2983], [-0.0769, 0.0304, -0.4700], [0.4021, 0.9358, 0.2163], [-0.7155, -0.9719, -0.3109], [0.6227, 0.4758, 0.3630], [-0.0396, -0.7318, 0.1584], [-0.0497, 0.5118, -0.1588], [0.1493, -0.0514, 0.1573], [-0.1861, 0.0332, -0.2138], [0.0190, 0.0600, 0.0680], [0.0701, 0.0423, 0.0009], [0.0292, 0.0038, 0.0341], [0.0001, -0.1176, 0.1042], [-0.0095, -0.0603, -0.0193], [0.0303, 0.1037, -0.0705], [0.0060, -0.0290, 0.0171], [0.2790, 0.0027, 0.3574], [-0.0323, 0.0858, -0.0326], [0.0461, -0.0241, 0.0878], [-0.0851, -0.0515, -0.1083], [0.1058, 0.0181, 0.0383], [-0.0743, -0.0407, -0.0300], [0.1150, -0.0003, 0.0022], [-0.0326, 0.0621, 0.0610], [-0.1242, -0.1791, -0.0396], [0.1204, -0.0144, 0.0526], [0.2427, -0.0285, 0.1164], [-0.0352, 0.1198, -0.0210], [-0.1414, -0.0848, 0.0527], [-0.0269, -0.0416, -0.0887], [-0.0815, -0.1184, 0.0896], [0.0904, 0.0108, -0.0111], [-0.0360, 0.1100, -0.0374], [0.0076, -0.0462, -0.1556], [-0.0926, -0.0506, -0.1122]], "lowdin_charge": [-0.09, 0.07, 0.07, -0.19, 0.11, 0.12, -0.53, 0.15, -0.42, 0.04, -0.15, -0.23, -0.02, -0.07, -0.08, -0.10, -0.60, 0.74, 0.10, 0.11, 0.11, 0.11, 0.03, -0.44, 0.08, -0.06, 0.13, -0.06, -0.48, 0.07, 0.16, -0.31, 0.12, 0.00, -0.31, 0.06, 0.11, 0.00, 0.09, 0.09, 0.09, 0.10, 0.12, 0.12, 0.11, -0.26, -0.06, -0.08, 0.11, 0.10, 0.10, 0.11, 0.13, 0.12, 0.13, -0.03, 0.09, 0.09, 0.08, -0.02, 0.08, 0.09, 0.08, 0.07], "total_charge": 0, "total_energy_ha": -1913.34062, "de_lowest_ev": 1.034, "homo_lumo_gap_ev": 9.5, "lumo_energy_ev": 0.65}

No. 3
{"formula": "C24H31CsN6O2S2", "method": "wB97M-V/def2-TZVPD", "species": ["Cs", "O", "C", "N", "C", "C", "C", "C", "C", "C", "N", "C", "C", "C", "C", "C", "N", "H", "H", "H", "H", "H", "H", "H", "H", "H", "H", "C", "O", "C", "S", "S", "H", "H", "H", "N", "C", "C", "N", "C", "C", "H", "H", "H", "H", "H", "H", "H", "H", "H", "H", "H", "N", "C", "C", "C", "C", "C", "C", "H", "H", "H", "H", "H", "H", "H"], "xyz": [[0.07248, 0.62756, -1.46349], [-1.66660, 1.01721, 2.57705], [-1.62035, 1.59758, 1.43337], [-2.41774, 1.44060, 0.42616], [-3.51940, 0.53101, 0.63994], [-3.32236, -0.85646, 0.06053], [-4.44252, -1.65564, -0.17456], [-4.26910, -2.94691, -0.63131], [-2.98040, -3.41414, -0.85150], [-1.92829, -2.55181, -0.61071], [-2.08758, -1.29923, -0.17072], [-0.46448, 2.54066, 1.18013], [-0.58274, 3.58521, 0.26517], [0.53141, 4.35705, -0.01182], [1.72975, 4.05588, 0.62008], [1.74449, 3.01317, 1.53178], [0.67248, 2.27959, 1.82713], [-4.41726, 0.95219, 0.17861], [-3.73519, 0.39621, 1.70767], [-5.43210, -1.25598, 0.00820], [-5.12565, -3.58344, -0.81537], [-2.79223, -4.41900, -1.20300], [-0.90194, -2.86969, -0.77408], [-1.53703, 3.74771, -0.21497], [0.46949, 5.17862, -0.71492], [2.63455, 4.61324, 0.42086], [2.66620, 2.75790, 2.04334], [3.75569, -3.66110, 0.21916], [3.72486, -2.25246, 0.43699], [3.02123, -1.46475, -0.40722], [2.12190, -2.16008, -1.65666], [3.14675, 0.18066, -0.03814], [4.39923, -4.05350, 1.00333], [4.16252, -3.89393, -0.76396], [2.75647, -4.09241, 0.28802], [0.27269, -0.11678, 3.72659], [-0.56070, -1.04427, 4.53467], [-1.27571, -2.00576, 3.58789], [-0.36457, -2.73949, 2.71956], [0.50374, -1.82200, 1.98533], [1.25256, -0.84728, 2.87901], [0.76059, 0.54925, 4.31804], [-0.44928, 0.48927, 3.12395], [-1.27639, -0.44395, 5.09586], [0.08747, -1.58473, 5.22943], [-1.94674, -1.41703, 2.95665], [-1.87597, -2.70394, 4.17168], [0.19240, -3.39137, 3.26181], [-0.12669, -1.26233, 1.28958], [1.21882, -2.38597, 1.38727], [1.80823, -0.12329, 2.28550], [1.94532, -1.37671, 3.53991], [-0.76091, 1.33505, -5.73468], [0.37101, 1.64762, -4.97774], [1.37022, 0.69520, -4.76803], [2.45440, 0.97840, -3.95043], [2.57336, 2.21827, -3.33670], [1.58447, 3.16924, -3.54857], [0.48644, 2.89000, -4.35051], [-1.23977, 2.12636, -6.13344], [-0.63131, 0.59543, -6.40618], [1.28338, -0.28115, -5.23131], [3.19423, 0.21110, -3.76363], [3.40950, 2.42130, -2.68227], [1.65904, 4.14167, -3.07719], [-0.28640, 3.63636, -4.49712]], "atomic_forces_ev_per_a": [[-0.0418, -0.0460, -0.1592], [0.0168, 0.0127, -0.0561], [0.0172, -0.1099, -0.0014], [0.0014, 0.0796, 0.0249], [-0.0109, -0.0244, -0.0126], [-0.0230, 0.0146, -0.0062], [0.0423, -0.0318, 0.0135], [-0.0262, 0.0022, 0.0004], [0.0242, -0.0117, -0.0084], [0.0127, 0.0294, 0.0130], [-0.0427, 0.0517, 0.0562], [-0.0231, 0.0802, 0.0606], [0.0135, -0.0259, 0.0030], [0.0089, 0.0099, -0.0043], [-0.0377, -0.0141, 0.0137], [0.0288, 0.0917, 0.0149], [0.0124, -0.0716, -0.0049], [0.0019, -0.0035, 0.0024], [-0.0039, 0.0244, -0.0027], [-0.0015, -0.0032, 0.0019], [0.0022, 0.0004, -0.0005], [-0.0061, 0.0003, -0.0041], [0.0046, 0.0093, 0.0053], [0.0056, 0.0075, -0.0081], [-0.0005, -0.0009, -0.0008], [-0.0048, 0.0115, -0.0080], [-0.0262, -0.0642, 0.0060], [0.0029, -0.0018, 0.0096], [-0.0444, 0.0044, -0.0442], [0.0313, 0.0119, 0.0429], [0.0085, 0.0032, 0.0151], [0.0255, -0.0167, -0.0575], [0.0018, -0.0041, -0.0022], [0.0023, 0.0019, 0.0000], [-0.0002, 0.0018, 0.0023], [-0.0572, -0.0134, 0.0444], [0.0005, 0.0324, 0.0050], [0.0651, 0.0238, -0.0322], [-0.0005, 0.0313, 0.0398], [-0.0065, -0.0300, -0.0179], [0.0318, 0.0039, -0.0253], [-0.0015, 0.0052, 0.0027], [0.0137, -0.0109, -0.0020], [0.0004, -0.0052, 0.0101], [-0.0033, 0.0010, 0.0085], [-0.0106, -0.0533, 0.0169], [-0.0048, -0.0117, -0.0131], [0.0005, -0.0061, -0.0131], [-0.0143, 0.0215, -0.0063], [-0.0066, 0.0036, 0.0205], [-0.0114, -0.0063, 0.0067], [-0.0077, -0.0011, 0.0029], [0.0175, 0.0012, 0.0219], [-0.0144, 0.0022, 0.0303], [0.0243, 0.0020, 0.0349], [0.0086, -0.0392, -0.0421], [0.0033, 0.0285, 0.0154], [-0.0135, 0.0143, 0.0082], [0.0046, -0.0126, -0.0186], [0.0006, 0.0064, -0.0035], [0.0052, -0.0005, -0.0045], [0.0036, -0.0055, 0.0078], [-0.0035, -0.0037, -0.0017], [-0.0016, 0.0034, -0.0009], [0.0022, -0.0014, 0.0033], [0.0037, 0.0010, -0.0026]], "lowdin_charge": [0.95, -0.07, -0.52, 0.02, -0.18, -0.26, -0.03, -0.07, -0.06, -0.14, 0.04, -0.28, -0.06, -0.07, -0.06, -0.16, 0.13, 0.11, 0.12, 0.11, 0.11, 0.10, 0.09, 0.11, 0.11, 0.11, 0.11, -0.14, -0.27, -1.38, 0.47, 0.46, 0.09, 0.07, 0.06, 0.01, -0.13, -0.20, -0.04, -0.20, -0.13, 0.16, 0.08, 0.13, 0.12, 0.11, 0.12, 0.11, 0.09, 0.10, 0.05, 0.13, 0.09, -0.36, -0.08, -0.14, -0.14, -0.13, -0.07, 0.09, 0.09, 0.12, 0.10, 0.10, 0.10, 0.11], "total_charge": 0, "total_energy_ha": -2228.72807, "de_lowest_ev": 0.000, "homo_lumo_gap_ev": 7.2, "lumo_energy_ev": 0.18}